(1)
{"formula": "CH18O7", "method": "ωB97M-V/def2-TZVPD", "elements": ["O", "O", "O", "O", "O", "O", "O", "C", "H", "H", "H", "H", "H", "H", "H", "H", "H", "H", "H", "H", "H", "H", "H", "H", "H", "H"], "xyz": [[-1.001555, 2.042638, -1.111634], [0.493534, 3.607065, 0.519298], [-0.993063, -3.917271, -0.633578], [0.688465, -1.913771, -1.466025], [-0.505960, -0.123060, 0.405425], [-1.955431, -2.270193, 1.328174], [0.730157, 1.529943, 2.245299], [2.562859, 1.036061, -1.312136], [-1.098800, -0.774346, 0.841672], [-0.905389, 1.230835, -0.591865], [3.400391, 0.369832, -1.477680], [0.333958, -1.212015, -0.879519], [-1.864655, -2.697615, 2.180898], [2.397213, 1.006156, -0.229964], [-1.677590, -4.031026, -1.292226], [-0.181169, 0.471784, 1.120513], [1.646009, -1.843304, -1.381427], [0.681884, 2.286066, 1.620019], [-1.953693, 2.173462, -1.158430], [-0.239702, -3.511017, -1.099140], [2.803727, 2.077689, -1.520065], [1.652962, 0.778301, -1.841706], [-0.000045, 2.989310, -0.070617], [0.201809, 1.775216, 3.010102], [1.273627, 3.839355, 0.051235], [-1.800400, -3.018583, 0.700391]], "forces_ev_per_a": [[-0.134, 0.379, -0.215], [-1.043, -0.658, 0.616], [-0.068, -0.392, 0.100], [0.146, 0.161, 0.059], [-0.207, 0.176, 0.290], [-0.205, -0.633, -0.223], [-0.159, -0.305, -0.136], [-0.114, 0.506, 1.027], [0.150, -0.033, -0.179], [-0.014, -0.765, 0.080], [0.077, -0.003, -0.516], [0.101, -0.226, -0.016], [-0.005, 0.148, 0.335], [-0.302, -0.116, -0.089], [-0.102, -0.100, -0.280], [0.279, -0.454, -0.004], [-0.121, 0.017, -0.040], [0.176, 0.338, 0.362], [0.039, 0.179, -0.060], [-0.101, 0.405, 0.194], [0.278, -0.111, -0.318], [0.051, -0.247, -0.092], [-0.132, 0.592, -0.242], [0.040, 0.120, -0.010], [1.071, 0.340, -0.631], [0.297, 0.682, -0.010]], "mulliken_charge": [-0.71, -0.78, -0.69, -0.72, -0.83, -0.71, -0.73, -1.07, 0.38, 0.49, 0.34, 0.43, 0.31, 0.23, 0.32, 0.39, 0.31, 0.44, 0.30, 0.36, 0.28, 0.24, 0.42, 0.29, 0.32, 0.38], "lumo_energy_ev": 0.60, "e_above_lowest_kj_mol": 0.0, "total_energy_ha": -575.6036, "spin_multiplicity": 1, "total_charge": 0, "gap_ev": 11.907}

=====

(2)
{"formula": "CH19NO10", "method": "ωB97M-V/def2-TZVPD", "elements": ["O", "O", "O", "O", "O", "O", "O", "O", "O", "O", "N", "C", "H", "H", "H", "H", "H", "H", "H", "H", "H", "H", "H", "H", "H", "H", "H", "H", "H", "H", "H"], "xyz": [[-12.171254, -22.541620, 6.157788], [-12.407279, -23.804854, 9.074363], [-10.401545, -20.144998, 9.464620], [-13.166862, -21.448635, 7.947116], [-9.979051, -23.467190, 3.155991], [-8.589108, -26.117998, 7.417343], [-11.523501, -20.589203, 6.886630], [-10.564946, -25.656634, 10.517743], [-7.021564, -21.729908, 6.912152], [-9.145886, -22.376615, 10.627108], [-9.511644, -23.378164, 7.503861], [-12.294074, -21.510635, 7.019260], [-11.243322, -25.103486, 10.168509], [-9.474941, -23.189063, 6.475534], [-10.143934, -23.966568, 7.808464], [-12.836569, -23.046891, 8.513595], [-11.183558, -20.300316, 8.901544], [-7.432237, -21.131714, 6.269034], [-13.183167, -24.275928, 9.318176], [-8.140511, -25.764125, 6.628145], [-10.187464, -22.493649, 3.604685], [-9.537823, -19.691956, 8.917856], [-7.838936, -26.564216, 7.922299], [-8.223690, -22.323868, 10.390914], [-10.354860, -24.063089, 3.800445], [-13.032609, -22.891691, 6.167848], [-6.103525, -21.749129, 6.905585], [-9.890254, -22.520545, 7.801967], [-8.564121, -23.699059, 7.888128], [-9.399012, -21.402315, 10.426548], [-9.675568, -25.154787, 10.420662]], "forces_ev_per_a": [[1.002, -0.384, -0.454], [0.103, 1.489, -1.589], [4.120, 1.665, -1.132], [-0.224, -2.596, -1.116], [-0.422, 4.202, 1.710], [1.891, -0.244, 0.570], [3.149, 1.241, -1.187], [3.353, -0.007, 0.226], [-3.465, -0.416, 0.353], [-0.340, 2.061, -0.679], [5.565, 2.657, -2.723], [-1.466, 2.719, 2.606], [-0.609, 1.154, -0.528], [-0.118, -1.081, 0.872], [-4.537, -4.725, 1.332], [0.832, -0.474, 1.295], [0.537, 0.410, -0.723], [0.919, -0.094, 0.199], [-0.945, -0.894, 0.530], [-0.181, -0.443, 0.249], [0.668, -3.817, -1.855], [-4.522, -1.896, 1.783], [-1.575, 0.739, -0.915], [0.765, -0.327, 0.143], [-0.363, -0.342, 0.233], [-1.816, -1.515, -0.212], [2.426, 0.459, -0.549], [0.135, 2.252, 1.496], [-1.712, 1.221, -0.613], [-0.492, -2.009, 0.332], [-2.681, -1.002, 0.346]], "mulliken_charge": [-0.37, -0.61, -0.72, -0.75, -0.64, -0.65, -0.67, -0.63, -0.58, -0.62, -0.17, 0.50, 0.38, 0.33, 0.39, 0.30, 0.32, 0.32, 0.27, 0.32, 0.35, 0.34, 0.34, 0.29, 0.30, 0.32, 0.27, 0.06, 0.37, 0.35, 0.28], "lumo_energy_ev": -0.81, "e_above_lowest_kj_mol": 285.4, "total_energy_ha": -856.5830, "spin_multiplicity": 1, "total_charge": 0, "gap_ev": 7.942}

=====

(3)
{"formula": "CH19O12", "method": "ωB97M-V/def2-TZVPD", "elements": ["O", "O", "O", "O", "O", "O", "O", "O", "O", "O", "O", "O", "C", "H", "H", "H", "H", "H", "H", "H", "H", "H", "H", "H", "H", "H", "H", "H", "H", "H", "H", "H"], "xyz": [[-1.155781, 1.287219, 2.729313], [1.928219, -2.209781, -2.003687], [-0.794781, -1.207781, -3.051687], [2.258219, 2.146219, 0.672313], [-1.070781, 0.470219, 0.031313], [0.666219, -0.491781, 1.073313], [0.779219, 0.136219, -1.113687], [3.563219, -0.960781, 1.284313], [-3.510781, 2.050219, -0.093687], [0.616219, 2.587219, -2.143687], [0.397219, -2.723781, 2.671313], [-3.325781, -1.170781, 0.762313], [0.112219, 0.073219, -0.069687], [-1.129781, 0.683219, 1.796313], [-0.355781, -2.346781, 3.205313], [1.531219, -0.707781, 0.903313], [1.851219, -2.133781, -2.937687], [0.381219, 1.734219, -1.700687], [1.467219, -1.449781, -1.711687], [-3.579781, -1.893781, 0.332313], [1.436219, 2.760219, -2.554687], [4.057219, -0.915781, 0.518313], [-0.450781, -0.665781, -2.282687], [-1.548781, -0.785781, -3.369687], [3.740219, -0.056781, 1.662313], [-4.195781, 1.728219, -0.635687], [-2.671781, -0.820781, 0.070313], [-2.688781, 1.393219, -0.074687], [1.447219, 1.849219, -0.005687], [-2.010781, 1.652219, 2.786313], [0.419219, -2.395781, 1.767313], [1.838219, 2.386219, 1.483313]], "forces_ev_per_a": [[1.999, -2.847, -2.953], [1.128, -1.581, 0.361], [2.297, -0.658, 1.713], [-2.224, -1.388, -3.406], [0.245, -0.313, 0.585], [-4.272, 1.476, -0.758], [0.800, -0.209, -0.298], [-1.119, 1.485, 3.073], [3.555, -0.688, 1.338], [-2.778, 0.756, 0.924], [-0.698, -0.487, 1.476], [3.000, 5.072, 0.630], [-1.048, -0.717, 1.323], [-0.470, 2.510, 3.297], [1.240, -0.223, -1.613], [3.988, -0.774, -0.629], [-0.118, -0.143, -1.237], [1.408, 0.418, -1.205], [-0.708, 1.554, 0.866], [-2.115, -5.106, -2.386], [1.352, -0.902, -0.151], [1.510, -0.214, -2.883], [-0.475, -0.507, -1.222], [-1.886, 1.259, -0.691], [-0.622, -1.224, -0.336], [-0.876, -1.029, -0.971], [-0.850, -0.093, 1.856], [-2.594, 1.892, -0.360], [3.401, 1.469, 2.724], [-1.657, 0.539, -0.227], [-0.623, 0.495, 0.390], [-0.790, 0.181, 0.771]], "mulliken_charge": [-0.72, -0.68, -0.68, -0.69, -0.74, -0.45, -0.93, -0.66, -0.66, -0.71, -0.63, -0.57, 0.79, 0.42, 0.31, 0.38, 0.29, 0.38, 0.34, 0.27, 0.26, 0.30, 0.36, 0.25, 0.31, 0.27, 0.29, 0.52, 0.40, 0.27, 0.38, 0.32], "lumo_energy_ev": 2.99, "e_above_lowest_kj_mol": 148.0, "total_energy_ha": -952.4581, "spin_multiplicity": 1, "total_charge": -1, "gap_ev": 10.263}